Entry 1:
ORCA calculation (ωB97M-V/def2-TZVPD) on the molecule C2H11NSi3 at a distorted geometry.

## Properties
**LUMO energy**: 0.24 eV
**ΔE to the lowest compared entry with this formula, charge and spin**: 232.5 kJ/mol
**E**: -27370.57337 eV
**Gap between HOMO and LUMO**: 8.5 eV
**HOMO energy**: -8.31 eV

Cartesian coordinates (Å):
Si -2.109 1.206 0.435
Si -1.956 -1.076 -0.009
Si 0.178 -1.664 0.331
N 0.976 0.372 -0.168
C 1.885 0.576 -1.297
C 2.290 0.707 0.134
H -0.708 1.710 0.166
H -3.422 1.433 -0.260
H -2.287 1.580 1.930
H -2.489 -1.536 -1.310
H -2.978 -1.874 0.774
H 0.364 -1.516 1.742
H 1.037 -2.939 -0.122
H 1.599 1.508 -1.763
H 2.281 -0.213 -1.924
H 2.823 0.035 0.801
H 2.516 1.691 0.540

---

Entry 2:
ORCA calculation (ωB97M-V/def2-TZVPD) on a cluster of 4 separate species, C2H11O3S in total at a distorted geometry.

## Properties
**LUMO energy**: 3.65 eV
**ΔE to the lowest compared entry with this formula, charge and spin**: 63.2 kJ/mol
**Charge**: -1
**E**: -19231.64200 eV
**Gap between HOMO and LUMO**: 6.5 eV
**HOMO energy**: -2.84 eV

Cartesian coordinates (Å):
C 0.988 -2.448 -3.015
C 0.901 -1.615 -1.711
S -0.176 -2.334 -0.427
H 1.494 -3.356 -2.715
H 1.496 -1.921 -3.834
H -0.009 -2.645 -3.406
H 0.611 -0.586 -1.948
H 1.896 -1.626 -1.260
H -1.767 -0.615 1.562
H -0.384 -0.832 2.158
O -1.123 -0.222 2.145
H -0.868 1.437 1.626
H -0.364 2.222 0.434
O -0.835 2.352 1.230
H -1.056 4.700 3.246
H -0.451 3.409 2.601
O -0.353 4.081 3.314

---

Entry 3:
ORCA calculation (ωB97M-V/def2-TZVPD) on a cluster of 4 separate species, C2H11O4 in total at a distorted geometry.

## Properties
**LUMO energy**: 4.07 eV
**ΔE to the lowest compared entry with this formula, charge and spin**: 101.4 kJ/mol
**Charge**: -1
**E**: -10442.83753 eV
**Gap between HOMO and LUMO**: 8.4 eV
**HOMO energy**: -4.38 eV

Cartesian coordinates (Å):
C -0.671 0.710 1.104
O 0.173 -0.073 0.328
C -1.931 1.376 0.318
H 0.028 1.528 1.413
H -1.155 0.264 2.042
H -2.739 1.600 1.058
H -2.281 0.558 -0.342
H -1.674 2.375 -0.307
H -0.433 -2.912 -0.079
H -0.525 -1.511 0.518
O -0.847 -2.453 0.671
H 1.944 -0.426 0.196
H 3.041 0.284 -0.620
O 3.012 -0.313 0.126
H -0.664 1.242 -2.166
H 0.017 0.465 -1.380
O 0.168 0.842 -2.234